[1]
Here is 7 unconnected molecules or ions with the total composition C30H79N5O11 in a non-equilibrium geometry from the OMol25 dataset. Energies are from wB97M-V/def2-TZVPD.

## Properties
F_max in Eh/bohr: 0.07098
Frontier orbital gap (spin up / spin down) in eV: 7.770 / 2.422
Relative energy (zero: lowest compared OMol25 entry of this formula, charge and spin) in kJ/mol: 0.0
Highest occupied orbital energy (spin up / spin down) in eV: -10.106 / -10.105
<S²>: 0.754
Calculated total energy in eV: -62347.740

Geometry as ORCA input:
```
! wB97M-V def2-TZVPD RIJCOSX def2/J DEFGRID3
* xyz 1 2
C -16.532 2.198 -14.149
O -17.921 2.058 -13.833
H -16.173 3.178 -13.838
H -16.006 1.419 -13.596
H -16.422 2.024 -15.220
H -18.119 2.315 -12.929
C -14.420 5.278 -15.345
O -14.978 6.301 -16.166
H -14.023 4.435 -15.911
H -13.543 5.714 -14.866
H -15.127 4.909 -14.603
H -15.861 6.054 -16.452
C -13.703 1.989 -17.974
O -14.974 1.458 -17.640
C -15.109 0.052 -17.951
C -15.274 -0.259 -19.475
N -16.604 0.142 -19.881
C -16.734 0.006 -21.278
C -15.912 1.049 -22.032
O -16.079 2.384 -21.474
C -15.903 3.408 -22.467
H -13.737 2.101 -19.057
H -12.889 1.356 -17.620
H -13.607 3.005 -17.592
H -15.939 -0.369 -17.384
H -14.211 -0.492 -17.659
H -15.156 -1.332 -19.626
H -14.434 0.208 -19.991
H -16.534 1.149 -19.872
H -17.756 0.156 -21.626
H -16.490 -1.013 -21.579
H -16.239 1.037 -23.071
H -14.843 0.831 -22.047
H -16.595 3.317 -23.304
H -14.880 3.470 -22.837
H -16.172 4.349 -21.987
C -13.465 14.278 -13.047
O -14.276 13.425 -13.842
C -13.589 13.088 -15.059
C -14.335 11.865 -15.610
N -14.375 10.802 -14.614
C -15.238 9.709 -15.056
C -15.570 8.772 -13.900
O -16.327 9.482 -12.985
C -16.805 8.714 -11.914
H -12.600 13.750 -12.646
H -14.045 14.640 -12.198
H -13.146 15.176 -13.577
H -12.551 12.843 -14.833
H -13.609 13.824 -15.863
H -13.826 11.496 -16.501
H -15.302 12.156 -16.021
H -14.735 11.096 -13.718
H -14.781 9.110 -15.844
H -16.212 10.028 -15.428
H -14.665 8.476 -13.371
H -16.154 7.883 -14.138
H -17.253 9.455 -11.252
H -15.984 8.273 -11.350
H -17.494 7.926 -12.221
C -13.188 7.018 -23.198
O -12.215 6.488 -22.221
C -10.819 6.801 -22.408
C -9.954 6.472 -21.179
N -10.142 7.513 -20.175
C -9.267 7.301 -19.025
C -9.457 5.976 -18.277
O -10.735 5.973 -17.661
C -10.895 5.020 -16.617
H -12.941 8.067 -23.357
H -14.181 6.944 -22.754
H -13.284 6.512 -24.159
H -10.791 7.840 -22.736
H -10.459 6.294 -23.303
H -8.886 6.318 -21.335
H -10.403 5.547 -20.817
H -11.123 7.619 -19.959
H -9.336 8.107 -18.294
H -8.270 7.373 -19.459
H -8.646 6.032 -17.550
H -9.331 5.020 -18.784
H -10.030 5.085 -15.957
H -10.901 4.108 -17.214
H -11.797 5.188 -16.030
C -18.886 2.999 -19.998
O -18.860 3.432 -18.684
C -17.526 3.473 -18.197
C -17.588 4.030 -16.748
N -17.759 5.431 -16.866
C -18.200 5.955 -15.580
C -18.896 7.296 -15.830
O -20.072 7.098 -16.565
C -20.686 8.208 -17.179
H -18.552 1.965 -20.083
H -18.158 3.580 -20.564
H -19.826 3.076 -20.544
H -16.785 3.989 -18.808
H -17.074 2.482 -18.227
H -16.671 3.783 -16.212
H -18.396 3.495 -16.249
H -18.515 5.519 -17.530
H -17.350 6.104 -14.913
H -18.881 5.279 -15.064
H -18.397 8.085 -16.393
H -19.080 7.699 -14.834
H -19.993 8.642 -17.900
H -20.955 8.973 -16.451
H -21.512 7.999 -17.859
C -13.556 5.225 -19.253
C -13.851 6.752 -19.272
C -15.405 6.962 -19.327
O -16.010 6.380 -20.525
C -17.432 6.545 -20.591
N -13.234 7.410 -18.161
H -12.499 4.989 -19.374
H -14.134 4.679 -19.999
H -13.832 4.846 -18.269
H -13.486 7.097 -20.240
H -15.590 8.035 -19.281
H -15.857 6.496 -18.451
H -17.791 5.882 -21.379
H -17.671 7.597 -20.746
H -17.928 6.195 -19.685
H -12.286 7.076 -18.058
H -13.730 7.034 -17.365
*
```

[2]
Here is 10 unconnected molecules or ions with the total composition C30H80F6NO38P8S3 in a non-equilibrium geometry from the OMol25 dataset. Energies are from wB97M-V/def2-TZVPD.

## Properties
F_max in Eh/bohr: 0.11360
Frontier orbital gap in eV: 9.417
Relative energy (zero: lowest compared OMol25 entry of this formula, charge and spin) in kJ/mol: 0.0
Highest occupied orbital energy in eV: -7.639
Calculated total energy in eV: -234835.462

Geometry as ORCA input:
```
! wB97M-V def2-TZVPD RIJCOSX def2/J DEFGRID3
* xyz -1 1
C 1.185 1.335 0.826
F 1.310 0.941 2.202
F 2.020 2.390 0.689
F 1.444 0.255 -0.007
S -0.579 2.081 0.368
O -0.825 3.005 1.460
O -0.395 2.683 -0.934
N -1.663 0.709 0.443
S -3.044 1.385 0.302
O -3.389 2.224 1.460
O -3.343 1.910 -0.999
C -4.185 -0.145 0.393
F -5.448 0.481 0.523
F -4.089 -0.946 -0.652
F -3.883 -0.807 1.510
C 4.979 1.732 -1.310
O 6.367 1.933 -1.112
P 7.298 0.703 -0.547
O 8.797 0.760 -0.521
O 6.654 0.186 0.837
C 7.127 0.851 2.005
O 6.826 -0.600 -1.292
C 7.048 -0.874 -2.658
H 4.512 2.339 -0.535
H 4.658 0.696 -1.195
H 4.597 2.143 -2.245
H 8.170 1.092 1.796
H 7.227 0.080 2.769
H 6.456 1.665 2.281
H 7.839 -0.306 -3.148
H 6.165 -0.936 -3.294
H 7.344 -1.923 -2.684
C 3.784 2.372 3.955
O 4.750 1.458 4.332
P 5.207 1.220 5.888
O 6.287 0.156 5.947
O 5.792 2.698 6.283
C 6.914 3.244 5.547
O 3.749 1.032 6.673
C 2.807 0.044 6.274
H 4.011 3.056 3.137
H 3.247 2.875 4.760
H 2.889 1.910 3.538
H 7.403 3.931 6.237
H 6.574 3.908 4.753
H 7.701 2.593 5.166
H 2.889 -0.153 5.205
H 1.783 0.147 6.632
H 3.079 -0.934 6.671
C -1.785 2.548 -3.701
O -2.408 2.452 -4.973
P -2.515 1.082 -5.851
O -1.459 0.077 -5.646
O -2.687 1.618 -7.365
C -2.478 0.829 -8.506
O -4.076 0.635 -5.487
C -5.060 1.523 -5.754
H -0.720 2.686 -3.887
H -1.911 1.614 -3.152
H -2.227 3.375 -3.146
H -3.190 1.100 -9.286
H -2.505 -0.255 -8.394
H -1.517 1.106 -8.937
H -5.015 2.090 -6.683
H -5.225 2.328 -5.038
H -5.976 0.939 -5.846
C -10.787 -5.821 -1.948
O -9.541 -5.275 -2.287
P -8.933 -3.805 -1.863
O -9.811 -3.007 -0.978
O -8.565 -3.187 -3.323
C -8.681 -1.764 -3.446
O -7.450 -4.149 -1.308
C -6.631 -3.164 -0.837
H -11.183 -6.202 -2.890
H -11.435 -5.160 -1.373
H -10.559 -6.742 -1.412
H -8.288 -1.451 -2.479
H -9.613 -1.359 -3.842
H -7.944 -1.320 -4.115
H -5.814 -3.183 -1.558
H -6.161 -3.495 0.088
H -6.948 -2.121 -0.856
C -3.342 -5.323 1.021
O -3.464 -5.066 -0.306
P -2.181 -5.228 -1.258
O -1.024 -5.941 -0.662
O -2.739 -5.690 -2.678
C -3.987 -5.087 -3.217
O -1.828 -3.604 -1.388
C -1.525 -2.847 -0.164
H -3.653 -6.341 1.255
H -3.913 -4.572 1.567
H -2.322 -5.094 1.328
H -3.964 -5.151 -4.305
H -3.927 -4.028 -2.966
H -4.869 -5.553 -2.775
H -0.776 -3.242 0.522
H -2.370 -2.516 0.440
H -1.099 -1.932 -0.576
C 1.563 -2.818 1.483
O 2.606 -2.627 2.344
P 3.846 -3.679 2.362
O 3.489 -5.014 1.912
O 4.990 -2.996 1.476
C 4.849 -2.787 0.050
O 4.477 -3.760 3.892
C 5.352 -2.668 4.368
H 1.359 -1.876 0.974
H 0.668 -3.023 2.070
H 1.732 -3.690 0.851
H 3.924 -3.024 -0.476
H 5.748 -3.113 -0.473
H 5.015 -1.710 0.054
H 4.802 -2.196 5.182
H 5.461 -1.930 3.573
H 6.248 -3.233 4.622
C 2.557 9.843 -0.804
O 1.233 9.538 -0.409
P 0.868 8.158 0.375
O 1.847 7.761 1.415
O -0.735 8.273 0.815
C -1.354 7.172 1.722
O 0.742 7.189 -0.888
C 0.695 5.823 -0.750
H 2.526 10.477 -1.690
H 3.277 9.039 -0.960
H 3.011 10.465 -0.031
H -1.855 6.463 1.065
H -1.899 7.460 2.621
H -0.645 6.417 2.063
H 1.174 5.525 0.183
H 1.262 5.238 -1.474
H -0.299 5.411 -0.924
C -0.822 -1.846 4.204
O -0.727 -1.507 5.563
P -1.821 -0.514 6.354
O -3.249 -0.914 6.089
O -1.440 -0.742 7.978
C -1.828 -1.878 8.607
O -1.396 0.981 6.023
C -1.760 1.426 4.715
H -0.415 -1.053 3.577
H -1.846 -2.032 3.883
H -0.205 -2.733 4.055
H -0.970 -2.305 9.126
H -2.655 -2.444 8.177
H -2.479 -1.562 9.422
H -2.707 1.945 4.564
H -1.698 0.627 3.976
H -1.170 2.233 4.280
C 1.745 -1.747 -4.159
C 1.964 -1.920 -5.610
C 2.220 -0.577 -6.325
S 2.354 0.735 -4.958
O 1.701 1.993 -5.354
O 3.733 0.657 -4.534
C 1.254 -0.372 -3.879
H 2.691 -1.816 -3.620
H 1.125 -2.520 -3.706
H 1.000 -2.379 -5.827
H 2.773 -2.635 -5.758
H 1.340 -0.301 -6.907
H 3.118 -0.508 -6.939
H 0.218 -0.333 -4.216
H 1.453 0.009 -2.878
*
```

[3]
Here is 6 unconnected molecules or ions with the total composition C30H80NO25P8 in a non-equilibrium geometry from the OMol25 dataset. Energies are from wB97M-V/def2-TZVPD.

## Properties
F_max in Eh/bohr: 0.21030
Frontier orbital gap in eV: 2.321
Highest occupied orbital energy in eV: -4.459
Calculated total energy in eV: -159370.493

Geometry as ORCA input:
```
! wB97M-V def2-TZVPD RIJCOSX def2/J DEFGRID3
* xyz -1 1
C -6.276 -3.784 0.888
C -5.305 -4.579 -0.211
C -4.321 -5.703 0.490
C -3.748 -6.830 -0.605
P -2.939 -4.969 1.592
C -2.032 -4.145 0.080
C -1.563 -2.589 0.405
C -1.640 -1.582 -0.887
C -0.181 -1.373 -1.643
C 0.734 -0.165 -1.016
C 0.969 1.058 -2.118
C 0.589 2.542 -1.449
C 0.500 3.586 -2.720
C 0.163 5.142 -2.292
O 0.652 6.052 -3.372
C 0.190 7.445 -3.084
N -1.551 -4.405 2.592
C -1.982 -3.597 3.627
O -2.630 -2.612 4.309
P -3.829 -6.066 3.309
P -2.390 -7.430 4.213
O -2.846 -7.608 5.749
O -2.516 -9.011 3.439
O -0.748 -6.851 4.263
H -5.682 -2.940 1.468
H -7.168 -3.270 0.312
H -6.633 -4.614 1.652
H -4.763 -3.843 -0.940
H -6.068 -5.201 -0.886
H -5.028 -6.335 1.214
H -3.891 -7.899 -0.093
H -4.410 -6.863 -1.582
H -2.601 -6.727 -0.810
H -3.674 -3.768 1.895
H -2.148 -6.169 1.294
H -2.623 -4.261 -0.925
H -1.014 -4.750 -0.075
H -0.464 -2.534 0.858
H -2.263 -2.143 1.263
H -1.957 -0.495 -0.510
H -2.476 -1.944 -1.627
H -0.448 -1.098 -2.768
H 0.484 -2.338 -1.664
H 1.813 -0.596 -0.764
H 0.313 0.288 -0.008
H 0.244 0.959 -3.055
H 2.060 1.036 -2.539
H 1.439 2.837 -0.698
H -0.434 2.470 -0.867
H 1.567 3.571 -3.235
H -0.332 3.194 -3.473
H 0.671 5.489 -1.295
H -1.008 5.262 -2.231
H -0.922 7.471 -2.669
H 0.882 7.966 -2.288
H 0.213 8.089 -4.079
H -4.202 -5.116 4.365
H -3.410 -9.095 2.976
H -0.127 -7.598 4.550
C 1.502 -8.560 1.852
O 2.190 -8.246 0.652
P 1.341 -8.149 -0.852
O -0.020 -8.240 -0.144
O 1.835 -9.678 -1.247
C 2.930 -10.327 -0.636
O 0.491 -8.053 -2.356
C -0.193 -9.192 -2.847
H 2.241 -8.654 2.652
H 0.811 -7.755 2.119
H 0.975 -9.515 1.759
H 2.628 -10.740 0.326
H 3.784 -9.655 -0.517
H 3.239 -11.161 -1.274
H -0.782 -9.679 -2.068
H 0.515 -9.903 -3.287
H -0.867 -8.869 -3.646
C -2.541 9.722 2.346
O -2.536 10.473 1.143
P -1.228 10.328 0.020
O -0.643 9.130 0.782
O -0.546 11.715 0.611
C -1.257 12.677 1.360
O 0.081 10.183 -1.103
C 1.395 10.514 -0.692
H -3.406 10.035 2.937
H -2.643 8.655 2.131
H -1.638 9.920 2.932
H -1.344 12.352 2.396
H -2.245 12.874 0.933
H -0.690 13.612 1.351
H 1.635 10.085 0.283
H 1.527 11.601 -0.671
H 2.096 10.116 -1.432
C 7.434 -14.700 1.907
O 7.272 -14.883 0.510
P 5.877 -14.265 -0.304
O 5.437 -13.482 0.942
O 5.172 -15.761 -0.266
C 5.892 -16.958 -0.061
O 4.481 -13.647 -1.118
C 3.193 -14.099 -0.740
H 8.330 -15.242 2.219
H 7.578 -13.641 2.141
H 6.579 -15.110 2.454
H 6.093 -17.094 1.001
H 6.822 -16.975 -0.636
H 5.272 -17.797 -0.392
H 3.070 -14.109 0.345
H 2.999 -15.094 -1.153
H 2.451 -13.418 -1.169
C -6.455 9.354 1.118
O -5.772 8.468 0.246
P -5.280 8.988 -1.329
O -5.637 10.448 -1.012
O -6.601 8.253 -2.001
C -7.349 7.246 -1.353
O -4.788 9.508 -2.904
C -5.765 9.940 -3.835
H -6.744 8.794 2.012
H -5.797 10.171 1.427
H -7.365 9.739 0.647
H -8.038 7.695 -0.640
H -6.701 6.517 -0.858
H -7.944 6.718 -2.105
H -6.485 10.622 -3.378
H -6.282 9.081 -4.274
H -5.254 10.464 -4.649
C 8.010 8.940 0.056
O 7.197 9.271 1.171
P 5.770 10.227 0.966
O 5.863 10.128 -0.563
O 6.586 11.580 1.460
C 7.795 11.539 2.189
O 4.343 11.184 0.762
C 4.448 12.495 0.236
H 8.894 8.413 0.426
H 7.475 8.270 -0.623
H 8.343 9.843 -0.464
H 8.630 11.356 1.514
H 7.765 10.785 2.980
H 7.951 12.516 2.655
H 5.100 12.528 -0.640
H 4.809 13.188 1.003
H 3.448 12.828 -0.059
*
```